{"formula": "C3H10S", "method": "wB97M-V/def2-TZVPD", "fmax_ev_per_a": 2.672, "spin_multiplicity": 1, "relative_energy_kj_mol": 110.54, "homo_lumo_gap_ev": 9.9, "total_charge": 0, "energy_ev": -14107.1909, "symbols": ["C", "S", "H", "H", "H", "H", "C", "C", "H", "H", "H", "H", "H", "H"], "positions_angstrom": [[-1.87560, -0.02608, 0.72833], [-1.40459, -1.75060, 0.28123], [-1.63948, 0.62683, -0.11172], [-1.37026, -0.03114, 1.68098], [-2.98874, 0.13517, 0.93403], [-0.32072, -1.37236, 0.94613], [1.77479, 2.12266, -1.03977], [2.66628, 1.05781, -0.36169], [0.69329, 1.85457, -1.13351], [1.76907, 3.01720, -0.39023], [2.19274, 2.63882, -1.97892], [2.51368, 1.07549, 0.71997], [3.79746, 1.08422, -0.50356], [2.43364, 0.05446, -0.62406]]}